No. 1
A molecular structure, C40H34CsI2N6O3S2. Source: the Open Molecules 2025 dataset; level of theory: ωB97M-V/def2-TZVPD.

```
88
Properties=species:S:1:pos:R:3:forces:R:3:mulliken_charge:R:1
Cs 0.90633 0.64038 0.67967 -0.06 -0.07 -0.07 1.098
C 0.38522 -3.44298 -0.35610 -0.10 0.00 0.05 -1.644
C -0.87480 -3.06066 0.42587 0.09 0.00 0.00 0.529
C -1.74053 -2.02897 -0.25140 -0.01 -0.01 0.00 0.036
C -2.22627 -2.20212 -1.54854 0.02 -0.01 -0.01 -0.599
C -3.01841 -1.22052 -2.11058 -0.04 0.02 -0.03 -0.769
C -3.31786 -0.08310 -1.37030 0.04 -0.04 0.01 -0.344
C -2.80744 -0.00377 -0.08684 0.04 -0.01 0.04 -0.257
N -2.04500 -0.94936 0.46266 -0.03 0.15 0.07 -0.021
N 1.53693 -2.59428 -0.05107 0.14 0.03 -0.21 0.936
C 2.46119 -2.57590 -1.16914 -0.05 -0.05 0.04 -1.097
C 1.98308 -1.77476 -2.36297 0.01 0.02 0.00 0.839
C 2.79660 -1.70042 -3.49196 0.00 -0.02 0.00 -0.927
C 2.36804 -0.96929 -4.58320 0.02 -0.02 0.00 -0.533
C 1.13926 -0.33300 -4.51821 0.00 0.04 0.03 -0.828
C 0.40737 -0.45186 -3.35152 0.00 0.00 -0.01 -0.051
N 0.80852 -1.15826 -2.29597 0.00 0.02 0.01 0.198
C 2.17478 -3.05869 1.17321 0.00 0.08 0.01 0.039
C 3.38941 -2.27538 1.60489 0.01 0.02 0.07 0.322
C 4.40025 -2.91106 2.32311 0.03 0.00 0.02 -0.992
C 5.47844 -2.16780 2.77024 -0.02 0.00 -0.01 -0.485
C 5.52781 -0.81151 2.48508 0.00 -0.03 0.01 -0.795
C 4.48447 -0.26220 1.75671 -0.02 0.04 0.05 -0.535
N 3.44551 -0.97509 1.32806 0.02 -0.05 -0.05 0.543
H 0.18681 -3.37104 -1.42520 0.00 -0.02 0.01 0.764
H 0.64080 -4.49677 -0.14842 0.02 0.00 0.00 0.386
H -0.59264 -2.67244 1.40561 -0.05 -0.04 -0.01 -0.694
H -1.47398 -3.96230 0.58862 -0.01 0.00 0.01 0.583
H -1.96886 -3.09001 -2.11297 0.01 0.00 0.01 0.389
H -3.39460 -1.33367 -3.12080 0.00 0.00 0.00 0.377
H -3.92048 0.72048 -1.77429 -0.01 0.00 0.00 0.491
H -2.99259 0.86287 0.53840 -0.04 0.02 -0.04 0.348
H 2.69510 -3.60201 -1.51326 0.03 -0.01 0.00 0.176
H 3.40471 -2.13743 -0.84292 -0.01 0.02 0.01 0.521
H 3.75462 -2.20686 -3.49918 0.00 0.00 0.00 0.452
H 2.98991 -0.88519 -5.46592 0.00 0.00 0.00 0.373
H 0.77116 0.27569 -5.33242 0.00 0.00 -0.01 0.407
H -0.54883 0.04879 -3.24903 -0.01 0.02 0.01 0.122
H 2.46948 -4.12148 1.08099 0.00 -0.01 0.00 0.314
H 1.44464 -2.98806 1.98692 0.01 -0.04 0.00 -0.496
H 4.33249 -3.97197 2.52855 -0.01 0.00 0.00 0.451
H 6.27359 -2.64124 3.33356 -0.01 0.00 0.00 0.406
H 6.35393 -0.19684 2.81580 -0.01 0.02 -0.01 0.409
H 4.45962 0.79394 1.50323 0.04 -0.02 -0.07 0.402
I -0.98326 1.70351 4.02274 -0.01 -0.15 0.00 -0.014
C -1.22026 -0.30051 4.59047 0.01 0.06 -0.03 -0.631
C -2.10797 -0.60021 5.61645 -0.03 -0.01 0.03 -0.375
C -2.31184 -1.89476 6.02807 -0.02 0.02 0.01 -0.293
I -3.67335 -2.23723 7.58510 0.01 0.00 -0.02 -0.028
C -1.61176 -2.95570 5.40606 0.03 -0.01 -0.03 1.243
C -1.74995 -4.31787 5.75391 0.01 0.00 -0.01 -0.712
C -1.02354 -5.27147 5.09829 -0.01 -0.01 0.01 -0.912
C -0.14327 -4.86675 4.08195 -0.03 0.02 0.03 -0.311
N 0.01165 -3.61493 3.73044 0.01 -0.01 -0.02 -0.184
C -0.69792 -2.65260 4.35690 0.00 -0.02 0.05 0.198
C -0.46103 -1.27188 3.88922 -0.05 0.10 0.02 0.069
O 0.33563 -1.01678 2.96261 0.05 -0.14 0.16 -0.258
H -2.64751 0.20554 6.09702 0.00 0.00 0.00 0.322
H -2.43596 -4.59322 6.54445 0.00 -0.01 0.00 0.156
H -1.11776 -6.31961 5.35260 0.00 0.00 0.00 0.364
H 0.44968 -5.60271 3.54504 0.00 0.00 0.00 0.419
O -0.96788 2.52248 -0.54298 -0.18 0.06 0.09 -0.617
S -1.01928 2.83752 -1.99390 0.11 0.14 -0.13 0.819
C -2.65837 3.57268 -2.22169 -0.01 0.00 0.01 0.413
C -3.44015 3.81684 -1.10582 -0.01 0.00 0.01 -0.265
C -4.71241 4.34904 -1.26952 0.01 -0.01 -0.02 -0.680
C -5.19283 4.62690 -2.54163 -0.01 0.00 0.01 -0.424
C -4.40485 4.36625 -3.65605 0.01 -0.01 -0.02 -0.650
C -3.13596 3.82979 -3.49873 0.00 0.00 0.02 -0.376
C -0.11699 4.37848 -2.20560 -0.01 0.03 -0.05 0.273
C 0.20966 5.11038 -1.08017 0.00 -0.01 0.02 -0.335
C 0.93074 6.28638 -1.22889 -0.01 0.00 0.00 -0.737
C 1.31367 6.71466 -2.49199 0.00 -0.01 -0.02 -0.404
C 0.98644 5.96165 -3.61298 0.00 0.02 0.00 -0.692
C 0.27576 4.78107 -3.47113 -0.02 -0.04 0.02 -0.159
H -3.03901 3.58075 -0.12761 0.00 0.00 0.00 0.390
H -5.32955 4.54398 -0.40164 0.00 0.00 0.00 0.400
H -6.18554 5.04059 -2.66616 0.00 0.00 -0.01 0.374
H -4.78201 4.57539 -4.64918 -0.01 0.00 0.00 0.383
H -2.51929 3.61570 -4.36427 0.00 0.00 0.00 0.338
H -0.07122 4.73225 -0.10552 0.00 0.00 0.00 0.372
H 1.20872 6.85998 -0.35393 0.00 0.00 0.00 0.385
H 1.88669 7.62667 -2.60297 0.00 0.00 0.00 0.371
H 1.31156 6.28087 -4.59508 0.00 0.00 0.00 0.378
H 0.06798 4.15464 -4.33001 0.00 0.00 0.00 0.366
O 3.31199 2.34636 -0.24966 0.07 -0.03 0.07 -0.586
S 3.12441 2.25588 -1.72799 0.06 0.07 -0.09 0.017
N 1.78834 2.18613 -2.32525 -0.03 -0.07 0.00 -0.247
```
Forces are in eV/Å.

Properties
- energy above the lowest of the compared OMol25 structures with the same formula, charge and spin (kcal per mole) = 0.0
- E_HOMO (eV) = -4.2
- maximum force (eV/A) = 0.26
- charge = -1

=====

No. 2
A molecular structure, C40H34FeGeN4OS2. Source: the Open Molecules 2025 dataset; level of theory: ωB97M-V/def2-TZVPD.

```
83
Properties=species:S:1:pos:R:3:forces:R:3:mulliken_charge:R:1
Fe 0.17533 0.26859 0.72541 -0.01 0.10 0.22 -1.211
C 1.88218 2.08782 -2.72541 0.00 0.01 0.02 -1.912
C 1.76919 1.20331 -1.51761 -0.15 0.08 -0.07 1.035
N 0.61058 1.13162 -0.90336 0.09 0.04 0.03 1.556
N -0.40448 1.88614 -1.48432 0.12 -0.03 -0.19 -1.403
C -1.31468 2.26179 -0.66202 -0.06 -0.05 0.19 0.781
S -1.26959 1.89996 1.05672 0.06 -0.07 -0.11 -0.488
S -2.70984 2.98946 -1.42044 -0.11 0.11 0.03 -0.038
C -3.41115 4.03239 -0.09512 0.04 -0.03 -0.03 -1.321
C -2.69913 5.34677 0.05457 0.00 -0.03 0.02 0.851
C -1.69883 5.50984 1.00669 -0.05 0.03 -0.02 -0.075
C -1.02682 6.71755 1.11976 0.01 0.01 0.01 -0.771
C -1.35007 7.77391 0.28318 0.01 0.02 0.00 -0.397
C -2.35263 7.62119 -0.66381 0.00 0.02 -0.01 -0.561
C -3.02244 6.41454 -0.77618 0.01 -0.02 -0.01 -0.446
C 2.92143 0.47168 -1.04560 0.09 -0.04 0.01 0.702
C 4.10402 0.44246 -1.82156 0.00 -0.04 0.02 -1.079
C 5.23650 -0.20444 -1.39916 -0.05 0.05 -0.11 -1.219
C 5.23843 -0.85604 -0.16249 -0.05 -0.05 0.13 -0.522
C 4.10639 -0.87054 0.61061 0.04 0.00 0.00 -0.825
C 2.93135 -0.21976 0.18834 0.06 0.02 -0.08 0.404
O 1.89799 -0.28623 0.99566 -0.17 -0.04 0.03 0.098
H 1.25319 2.96386 -2.61073 0.01 0.00 -0.01 0.468
H 1.52048 1.54817 -3.60303 0.00 -0.01 -0.03 0.259
H 2.90390 2.40197 -2.89891 0.00 0.00 0.00 0.530
H -3.42276 3.45778 0.82989 -0.01 0.00 0.00 0.508
H -4.44470 4.17961 -0.40842 0.00 -0.01 -0.01 0.550
H -1.45064 4.69381 1.67044 0.01 -0.07 0.05 0.352
H -0.25509 6.83542 1.86849 0.02 0.00 0.01 0.392
H -0.82942 8.71690 0.37429 0.01 0.03 0.00 0.386
H -2.61593 8.44525 -1.31259 -0.01 0.02 -0.01 0.380
H -3.80410 6.29920 -1.51712 -0.02 0.00 -0.02 0.378
H 4.11983 0.92285 -2.78711 0.00 0.01 -0.01 0.340
H 6.12093 -0.20977 -2.02081 0.00 0.01 -0.01 0.433
H 6.13352 -1.35436 0.18542 0.01 -0.01 0.01 0.448
H 4.07880 -1.37125 1.56883 -0.01 -0.01 0.03 0.534
C 2.24450 -0.10312 5.85917 -0.06 -0.04 -0.04 -0.430
C 1.44033 -1.23362 5.74579 0.07 0.09 0.01 -0.719
C 0.61004 -1.38443 4.65294 -0.14 -0.01 -0.19 -0.415
C 0.59669 -0.40183 3.66478 0.02 0.02 0.04 0.609
C 1.41280 0.72193 3.76397 -0.14 -0.07 -0.13 -0.299
C 2.22634 0.87311 4.87199 0.02 -0.03 0.07 -0.921
N -0.24508 -0.52071 2.51867 0.02 -0.04 0.09 1.467
N -1.28932 -1.19619 2.66086 0.30 0.10 0.15 -0.826
C -2.00953 -1.25875 1.45945 -0.14 -0.09 -0.15 -0.542
C -3.36686 -1.50838 1.52669 0.05 0.00 0.05 -0.764
C -4.11804 -1.41091 0.36456 0.00 0.00 0.00 -0.715
C -3.52703 -1.03894 -0.84008 0.10 -0.02 0.03 -1.242
C -2.16268 -0.83118 -0.90059 -0.06 -0.07 -0.03 0.470
C -1.33574 -0.99241 0.23536 0.04 0.18 0.06 1.398
H 2.89038 0.01428 6.71809 0.01 -0.01 0.02 0.416
H 1.46464 -1.99771 6.50936 0.01 -0.01 0.03 0.405
H -0.01911 -2.25665 4.53979 0.01 0.00 0.03 0.464
H 1.39225 1.47387 2.98652 0.00 0.01 0.00 0.234
H 2.85084 1.75047 4.96506 0.00 0.01 -0.01 0.421
H -3.82500 -1.72374 2.48172 -0.01 -0.01 0.02 0.598
H -5.18331 -1.59382 0.40301 -0.03 -0.01 0.00 0.499
H -4.13373 -0.92599 -1.72683 0.00 0.01 -0.03 0.593
H -1.72222 -0.55749 -1.84847 0.06 0.04 -0.03 0.460
Ge -0.08427 -2.63693 -0.17438 0.00 -0.15 -0.19 1.347
C -1.37307 -4.01823 -0.59221 0.00 0.10 0.07 0.200
C -1.63088 -4.37197 -1.91412 0.01 0.02 -0.01 -0.092
C -2.59548 -5.32345 -2.20676 0.00 -0.01 -0.06 -0.695
C -3.30698 -5.92842 -1.18179 -0.04 -0.04 -0.01 -0.542
C -3.05307 -5.58840 0.13788 0.00 0.00 0.06 -0.725
C -2.08978 -4.63485 0.43118 0.02 0.01 0.00 -0.267
C 1.12587 -2.31280 -1.65071 -0.05 -0.04 0.01 0.369
C 0.77606 -1.67944 -2.84256 0.04 0.00 -0.03 0.328
C 1.65924 -1.64872 -3.91203 -0.03 0.04 0.00 -0.869
C 2.90313 -2.25131 -3.80599 0.03 0.01 -0.04 -0.720
C 3.26750 -2.87736 -2.62583 0.04 -0.01 0.02 -0.621
C 2.38463 -2.90757 -1.55805 -0.04 -0.02 0.12 -0.617
H 0.61093 -2.89928 1.16054 0.04 0.03 0.00 -0.379
H -1.07100 -3.91365 -2.72046 0.02 0.01 -0.03 0.339
H -2.78695 -5.59960 -3.23462 0.00 0.00 -0.03 0.439
H -4.05567 -6.67430 -1.41185 -0.01 -0.01 -0.01 0.407
H -3.59973 -6.06904 0.93795 -0.01 -0.01 0.01 0.428
H -1.89138 -4.38017 1.46630 0.00 0.00 0.04 0.389
H -0.18130 -1.19585 -2.96548 -0.11 0.00 0.03 0.203
H 1.36779 -1.16187 -4.83381 0.00 0.01 -0.01 0.507
H 3.58704 -2.23301 -4.64378 0.02 0.00 -0.02 0.440
H 4.23966 -3.34165 -2.53239 0.02 -0.01 0.00 0.477
H 2.68480 -3.40140 -0.64132 0.02 -0.02 0.02 0.373
```
Forces are in eV/Å.

Properties
- energy above the lowest of the compared OMol25 structures with the same formula, charge and spin (kcal per mole) = 0.0
- ⟨S²⟩ = 0.829
- E_HOMO (alpha / beta) (eV) = -10.7 / -10.7
- maximum force (eV/A) = 0.35
- charge = +1
- multiplicity = 2